Formula: Cl3H6NaO3
Source: the Open Molecules 2025 dataset
Level of theory: wB97M-V/def2-TZVPD

Positions of all 13 atoms, in Å:
Na 0.18 0.70 0.59
Cl 0.49 2.54 -1.68
Cl 2.52 1.79 2.06
Cl -1.62 2.32 2.07
O -0.94 -0.60 -1.12
H -0.41 -1.26 -1.57
H -1.21 0.00 -1.82
O -2.73 -1.16 0.79
H -2.13 -1.50 1.45
H -2.17 -0.93 0.05
O 2.37 -0.74 -0.06
H 3.23 -0.46 0.24
H 2.42 -0.71 -1.01

As for the HOMO-LUMO gap: 5.1056 eV. Its spin multiplicity is 1. The calculation puts the lowest unoccupied orbital energy at 4.045 eV. As for the net charge: -2. As for the maximum force: 1.440 eV/Å.

The molecule's natural (NBO) atomic charges, reported in e, are given here:
1. Na 0.91
2. Cl -0.97
3. Cl -0.98
4. Cl -0.97
5. O -0.96
6. H 0.48
7. H 0.51
8. O -0.96
9. H 0.45
10. H 0.48
11. O -0.96
12. H 0.50
13. H 0.46